Record 1
A 12-piece molecular cluster, C35H78F12N12O29S12 overall in a non-equilibrium geometry, computed with the ωB97M-V functional and the def2-TZVPD basis.

Output
- F_max (eV/Å) = 14.25
- LUMO level (eV) = -3.78

Last column: Löwdin charge in e.
Geometry (Å):
O 1.96 -7.02 2.00  -0.2928
C 2.19 -1.83 0.03  -0.0134
H -1.62 -0.14 -1.43  0.0974
O -3.33 3.26 -3.59  -0.2684
C 1.02 5.86 -2.57  -0.3818
H -2.72 -5.82 3.68  0.1330
N 0.15 6.29 -1.30  0.1744
O -0.51 1.65 -6.94  -0.2881
C -0.32 -2.43 0.04  -0.0089
S 0.73 5.24 3.61  0.5156
C 7.34 -5.61 1.49  0.0125
C -4.47 -5.87 0.10  -0.1528
H 1.99 4.26 -1.43  0.0684
O -2.07 4.61 3.07  -0.2804
H -0.72 -2.86 -5.01  0.0532
C 0.54 -0.52 -1.39  -0.1249
O 5.30 0.27 2.93  -0.2945
O -0.89 5.46 -1.05  0.1875
O -1.69 6.52 4.63  -0.2398
H 7.25 -6.28 0.63  0.1149
O -3.61 -2.78 -5.88  0.1392
H 2.76 6.62 -3.54  0.1383
C 2.02 8.24 -2.33  -0.1837
C 1.33 8.46 -1.05  -0.1604
H 2.84 6.30 -1.83  0.1266
H -0.55 0.90 -2.44  0.1035
S 1.55 -4.59 -4.13  0.4697
N -4.41 -5.55 2.51  -0.2427
C 2.23 6.77 -2.60  -0.1525
H -0.87 -2.18 -7.55  0.0909
O 1.11 6.61 4.00  -0.2706
O 4.04 2.37 3.67  -0.2931
H -1.36 9.37 -0.70  0.1131
N 0.23 2.41 6.36  0.0807
S 4.12 1.15 2.86  0.4715
H 0.05 -3.18 -0.65  0.0974
O 0.55 2.32 -4.71  -0.2918
N -0.12 -0.08 -5.09  -0.2747
H 2.40 -2.62 -0.69  0.0966
H -5.56 -7.36 2.30  0.1263
H -0.49 -2.89 1.01  0.0701
H -1.40 -2.14 -2.76  0.0662
O -0.34 0.16 5.54  0.1488
H 3.00 8.72 -2.43  0.1310
O 1.21 -5.59 -3.10  -0.2977
H -4.58 -3.90 1.03  0.1343
H 2.20 4.07 -3.11  0.1084
O -3.87 2.64 -1.21  -0.3384
H 1.97 1.17 6.16  0.0958
C -1.87 1.22 7.14  0.0235
H -2.58 -3.35 -3.42  0.0958
H -1.59 1.59 8.13  0.0900
H -1.43 -4.16 4.91  0.0843
S 1.60 -0.32 -5.36  0.6381
O -5.50 4.74 -4.41  -0.3231
N 3.86 -5.28 1.71  -0.2748
H -1.98 -0.15 2.47  0.0842
H 2.48 -2.29 0.98  0.0477
H -3.89 -7.60 2.95  0.1384
C -0.66 1.12 6.22  -0.3067
H -0.26 7.12 -3.97  0.0813
S -4.26 2.73 -2.64  0.6206
H -0.03 3.21 5.82  0.0569
H -3.08 -7.63 0.72  0.1287
F -4.09 1.11 -2.87  -0.2613
H 1.41 0.12 -1.58  0.1058
O 2.22 -1.06 -4.26  -0.2845
C -0.53 1.46 -0.34  -0.1012
N 5.99 -3.85 0.58  0.0846
H -5.98 -4.95 1.26  0.1320
H -1.32 -2.13 -0.28  0.0617
C 7.28 -4.17 1.25  -0.3885
N -1.53 -2.27 -4.89  0.0803
S 3.98 1.95 0.56  0.6439
C 0.72 -1.30 -0.03  -0.3543
H 2.17 2.72 6.98  0.1091
H -2.69 0.94 1.28  0.1058
F 1.65 -3.26 -3.15  -0.2643
H -2.24 0.20 7.30  0.0938
O 1.16 -4.83 -7.45  -0.2662
H 6.38 -1.86 1.12  0.1036
H -6.31 -5.81 3.28  0.0963
C -2.96 -5.11 2.88  -0.0840
F 4.85 -4.39 3.74  -0.2285
H -0.66 5.46 -3.85  0.0898
H 1.43 8.70 -3.12  0.1164
H 1.15 9.54 -1.04  0.1334
H 6.26 -3.95 -0.39  0.1858
C -0.53 0.86 1.08  -0.3799
F -2.26 4.34 5.54  -0.2086
O 0.86 -0.78 2.40  0.1318
O 5.38 1.52 0.38  -0.2915
H -1.49 1.97 -0.51  0.1148
C 0.02 7.74 -0.71  -0.4181
N 3.14 1.03 1.71  -0.2811
C -5.45 -5.25 3.65  0.0521
C 0.08 1.95 1.97  -0.0229
C -4.07 -7.18 0.77  -0.1406
H -2.69 1.86 6.81  0.0953
O 2.93 -5.67 4.21  -0.2466
N -5.95 2.74 -2.93  -0.2540
S -6.01 4.19 -3.15  0.4047
C 1.46 4.39 -2.37  -0.0066
S -1.47 5.11 4.34  0.6177
C -2.45 -2.50 -6.08  -0.3915
F 2.17 4.47 3.94  -0.2283
O 2.79 -3.28 3.28  -0.3059
H 0.63 3.69 -2.50  0.0723
C 0.19 6.13 -3.88  0.0254
H -5.22 -6.12 -0.65  0.1250
H -2.40 -2.95 -8.00  0.1135
F -1.62 1.63 -4.99  -0.2210
C -4.52 -7.06 2.24  -0.0985
C -4.89 -4.93 1.18  -0.0845
O 3.54 3.36 0.31  -0.3020
H 0.85 7.13 1.28  0.0616
H -0.73 -3.69 3.46  0.0783
H 6.67 -5.85 2.32  0.0928
H 4.74 -2.39 1.54  0.0853
H 2.02 8.38 -0.21  0.1290
O 1.40 -4.75 1.17  -0.3074
N 0.02 4.43 4.60  -0.3136
H -1.50 -2.52 4.59  0.0711
F 1.47 -1.44 -6.44  -0.1746
H -5.67 -4.18 3.59  0.0958
H 0.07 1.62 3.01  0.0739
H 0.30 2.16 -0.38  0.1203
H 8.30 -5.80 1.98  0.1023
N 0.53 -0.29 1.14  0.1629
H -2.93 -3.09 2.36  0.1007
H -2.21 -1.12 -7.56  0.1203
O 0.63 4.97 2.12  -0.3135
H 1.99 2.62 5.13  0.0641
C -1.12 8.46 -1.26  -0.0204
F -7.63 4.47 -3.39  -0.2409
C -2.90 -3.65 3.30  -0.2172
O 2.50 0.57 -6.14  -0.2635
S 2.41 -5.77 1.36  0.4586
H 1.10 2.16 1.64  0.0661
H 5.22 -2.18 -0.23  0.1131
H -4.96 -5.52 4.59  0.1140
C -1.60 -3.48 4.08  -0.0779
H -3.73 -3.37 3.93  0.1017
H 2.79 -0.94 -0.11  0.0582
O -5.74 5.06 -2.02  -0.3119
H -3.67 -5.56 -0.57  0.1218
C -1.95 -2.16 -7.40  0.0263
H 0.06 2.72 7.31  0.1489
O 2.98 -4.60 -4.56  -0.2832
C 1.73 2.24 6.11  0.0468
C -0.68 0.42 -1.47  -0.1356
O 0.49 -6.69 -5.85  -0.2476
H 0.64 -1.15 -2.27  0.0863
H 5.27 -4.53 0.80  0.0774
C -2.18 -2.34 -3.50  0.0477
H -2.28 -0.51 0.75  0.0697
F 3.18 0.23 3.79  -0.2458
C -0.04 7.61 0.86  -0.0093
F -0.93 -5.08 -6.58  -0.2253
C -1.89 0.22 1.45  0.0180
H -2.00 7.83 -1.12  0.1054
S 0.61 -5.27 -6.15  0.6275
N 0.48 -4.04 -4.99  -0.2878
F 3.34 1.16 -0.71  -0.2237
S 3.31 -4.69 3.25  0.6225
H -2.35 -5.29 2.00  0.1465
H -2.99 -1.61 -3.46  0.0991
H 0.71 5.81 -4.79  0.1106
F 2.66 -6.21 -0.16  -0.1823
S -0.14 1.35 -5.54  0.4423
H -1.10 -1.35 -4.92  0.0410
O 8.25 -3.42 1.34  0.1691
C 5.52 -2.45 0.79  0.0406
H -1.05 8.77 -2.30  0.0965
H -0.91 7.10 1.27  0.0931
H -0.57 2.82 1.99  0.0737
H 0.10 8.58 1.34  0.1060
H -4.80 -7.89 0.39  0.1151

Record 2
C33H83Li5N7O13 as an isolated structure in a non-equilibrium geometry, computed with the ωB97M-V functional and the def2-TZVPD basis.

Output
- F_max (eV/Å) = 5.39
- net charge = +3
- LUMO level (eV) = -10.16

Last column: Löwdin charge in e.
Geometry (Å):
Li 1.41 -7.60 -25.87  0.9204
C 7.57 -3.47 -24.64  -0.2010
H 4.49 -3.20 -15.59  0.0728
O 5.83 -1.62 -15.74  -0.2150
H 11.69 -0.33 -26.83  0.0886
H 0.80 -6.77 -19.05  0.0973
H 7.34 2.76 -15.24  0.1201
C -2.16 -11.00 -15.80  -0.1987
H -1.49 -10.60 -16.56  0.0972
H 1.15 3.39 -18.53  0.0921
H -4.62 -10.52 -14.58  0.1204
H -4.15 -12.21 -15.04  0.1326
H 6.07 5.77 -16.62  0.0879
H 6.73 -12.83 -19.37  0.1024
H 9.14 -6.07 -27.27  0.0893
H 10.30 -12.93 -21.78  0.0832
O 9.73 -1.12 -26.78  -0.2097
C 5.16 -0.37 -17.79  -0.2237
C -7.29 -12.48 -17.44  -0.1132
H -2.64 -9.44 -14.36  0.1082
H 0.28 1.62 -21.70  0.1202
H 7.34 -1.47 -25.97  0.1056
C 0.52 -5.96 -19.73  -0.3432
H -8.04 -12.84 -16.74  0.0956
H 7.17 5.03 -15.52  0.0826
C 6.74 4.92 -16.51  -0.1007
H -7.73 -11.58 -17.86  0.0803
H 9.89 0.03 -25.08  0.1307
O -2.34 -11.22 -13.35  -0.2170
H -2.88 0.66 -20.88  0.1004
N -3.89 -5.08 -14.54  0.1448
H 6.88 0.46 -15.87  0.1140
H -0.27 3.88 -19.28  0.0885
H -2.19 -3.93 -15.20  0.1060
H -6.16 -2.29 -18.96  0.0625
C 8.17 -4.89 -24.32  -0.2589
C 4.57 -2.17 -15.26  -0.0919
O 9.02 -5.39 -25.26  -0.1698
H 7.91 -11.28 -21.86  0.1067
H 5.06 -0.57 -18.86  0.1081
H 2.38 -6.25 -20.90  0.1109
C 8.05 -1.17 -25.20  -0.2393
C 10.03 -12.52 -20.80  -0.0724
N 8.56 -2.37 -24.59  -0.0439
H 7.37 -0.67 -24.51  0.1197
N -2.36 -0.09 -20.44  -0.0513
H -3.27 -5.30 -15.31  0.0866
N -2.39 -3.61 -14.26  0.1627
C -1.97 -10.29 -14.41  -0.1796
H 7.94 -4.90 -27.04  0.0741
H 8.69 -4.77 -23.37  0.1257
O -3.96 -3.78 -12.70  0.0413
O 8.65 -12.97 -20.71  -0.2052
O -4.43 -1.17 -18.91  -0.2532
H -6.07 -10.36 -16.47  0.1108
C -3.43 -4.14 -13.75  -0.7984
H 10.73 -13.05 -20.15  0.0863
C 5.74 -10.67 -18.06  -0.2235
H -0.26 -0.51 -20.14  0.1184
Li -3.51 -3.40 -20.67  0.8253
H -1.89 -12.05 -15.67  0.1220
H -6.68 -11.46 -15.17  0.1360
H -6.52 -0.71 -18.36  0.0975
H -5.63 -1.96 -17.35  0.0878
H 0.94 -5.04 -19.33  0.1064
H 5.97 -11.94 -15.62  0.0884
C 9.14 -0.32 -25.79  -0.2373
H -4.67 -5.67 -14.27  0.1202
H 6.88 -1.80 -17.53  0.1234
O 0.18 1.83 -19.62  -0.1929
H 4.15 -0.28 -17.38  0.1005
C 6.09 -11.03 -19.53  -0.2180
H -2.34 1.33 -18.79  0.1178
C 10.82 -0.45 -27.48  -0.0643
C -4.01 0.14 -18.50  -0.2038
H 7.54 -11.11 -15.38  0.0902
H -3.55 -11.53 -17.13  0.0842
H -2.97 -9.90 -11.99  0.0860
C 6.58 -11.08 -15.89  -0.0923
H 5.44 -2.59 -17.45  0.0999
O -0.89 -5.85 -19.76  -0.3268
N -3.48 -10.83 -16.40  -0.0785
H -1.97 -0.25 -18.27  0.1225
H 9.24 -2.70 -25.25  0.0956
H 1.16 3.51 -20.25  0.0905
H 8.73 0.53 -26.32  0.1218
Li -2.46 -7.63 -23.26  0.5501
H 7.95 2.62 -16.89  0.1259
H 5.41 1.49 -15.68  0.1198
O 0.93 -7.25 -21.94  -0.3501
C 6.27 -12.62 -21.22  -0.2292
H 5.63 -12.04 -21.89  0.0984
H -1.19 2.24 -21.11  0.1246
O -6.01 -12.35 -16.87  -0.1940
H 6.06 -13.66 -21.49  0.1093
H 7.83 -12.84 -22.64  0.1109
C 7.75 -12.34 -21.68  -0.1964
H 6.13 -10.16 -15.51  0.0804
C -2.55 0.28 -19.03  -0.2189
O 6.22 3.62 -16.69  -0.2075
H 4.41 -2.17 -14.18  0.0853
C -5.76 -1.50 -18.33  -0.0604
C 0.55 3.17 -19.42  -0.1034
H 11.18 -1.02 -28.33  0.0851
H 5.07 1.51 -17.94  0.0950
C -4.51 -11.24 -15.39  -0.1874
C 8.40 -5.75 -26.54  -0.0659
H -0.95 -9.96 -14.20  0.1188
H -1.88 -3.06 -13.59  0.1411
C -0.90 0.06 -20.82  -0.1730
Li -3.63 -8.42 -19.37  0.7348
H -2.38 -11.42 -11.34  0.0994
C -0.41 1.52 -20.86  -0.2277
N 5.84 0.91 -17.69  -0.0490
H 5.27 -10.53 -20.05  0.1069
C -5.93 -11.30 -15.94  -0.2300
H 7.11 -3.58 -25.62  0.0837
Li -0.05 -11.00 -22.53  0.7843
O 6.86 -11.08 -17.31  -0.2068
H -4.63 0.90 -18.97  0.1243
H -3.97 0.31 -17.43  0.1316
H 4.82 -11.12 -17.69  0.1140
C 7.05 2.58 -16.28  -0.2445
H 10.24 -11.45 -20.69  0.0863
C 5.86 -1.62 -17.20  -0.1913
H -0.73 -0.41 -21.78  0.0979
H 10.46 0.50 -27.86  0.0847
H 7.10 -10.67 -19.73  0.1221
N 5.93 -12.43 -19.84  -0.0552
H 7.37 -5.63 -24.24  0.1035
C 1.31 -6.20 -21.08  -0.3621
C -2.18 -10.65 -12.08  -0.1106
C 6.28 1.27 -16.29  -0.1674
H 6.75 -3.25 -23.96  0.1086
H 7.67 -6.56 -26.46  0.0751
H 1.24 -5.25 -21.61  0.0865
H 7.57 4.98 -17.23  0.0869
H -1.23 -10.14 -11.88  0.0904
H 5.77 -9.60 -17.81  0.1165
H 3.68 -1.66 -15.64  0.0689
H -7.13 -13.19 -18.25  0.0921

Record 3
C29H19F18InN6O6S3 as an isolated structure, computed with the ωB97M-V functional and the def2-TZVPD basis.

Output
- F_max (eV/Å) = 0.62
- net charge = -2
- LUMO level (eV) = 4.15

Last column: Löwdin charge in e.
Geometry (Å):
C -2.10 2.11 1.97  -0.3326
F 3.05 -5.11 -1.79  0.0542
H -0.60 -1.13 -3.92  0.0675
C 1.26 4.00 1.71  -0.0363
F 0.82 3.92 -1.18  0.1683
C 2.38 1.38 -0.78  -0.0299
F 2.90 1.65 -3.84  0.1259
F -4.41 1.93 1.30  0.1463
C -3.17 -2.14 1.92  -0.2615
C -1.50 -1.44 -2.16  -0.8386
H -2.30 -0.98 -3.93  0.0879
In -0.44 0.24 0.00  0.7331
N -1.94 -1.96 2.39  0.1455
F -1.14 0.76 3.67  0.1577
C -3.44 2.82 1.57  -0.5313
F -2.52 2.27 4.38  0.1286
H 2.20 3.93 1.18  0.1099
H -0.70 -2.01 4.02  0.1039
H -1.55 6.96 3.57  0.0694
S 2.19 -1.00 2.38  0.7216
C 0.98 5.15 2.43  -0.0583
C -2.71 -2.61 4.56  -0.0697
O 1.80 -0.87 3.76  -0.2695
F 2.58 -3.46 1.51  0.1626
C -4.23 -2.57 2.72  -0.0392
O 5.36 -2.26 -2.68  -0.5265
C -0.26 5.31 3.04  -0.2892
H 6.78 0.73 -0.18  0.0751
F -3.97 3.65 2.51  0.1087
H -2.17 4.45 3.31  0.1099
C 3.72 0.87 -1.07  0.0450
N 3.30 0.07 2.04  -0.1067
H 5.15 1.07 1.93  0.1502
C 2.02 1.61 0.50  -0.2284
C 4.63 0.59 -0.13  -0.2332
H 0.17 7.30 3.74  0.0621
S 0.03 -1.77 -1.36  0.7525
C -1.72 -2.18 3.68  -0.1278
F 2.78 -3.70 -3.41  0.0941
H -5.21 -2.72 2.29  0.1034
C 1.45 3.26 -2.16  -0.5301
S 4.70 -3.01 -1.58  0.7219
H 3.99 0.64 -2.09  0.1181
H -4.24 -2.39 -0.01  0.1201
C 4.32 0.86 1.27  -0.1024
F 2.72 3.73 -2.19  0.1272
H -2.48 -2.78 5.60  0.0948
N 0.71 1.80 0.93  0.0126
F -3.26 3.56 0.47  0.1618
C -0.96 3.14 2.13  -0.0405
C -0.59 6.53 3.86  -0.0738
C -3.37 -1.94 0.47  -0.0798
C 3.69 -4.25 -2.60  -0.7249
C -3.99 -2.80 4.06  -0.0881
O 0.07 1.38 -1.74  -0.1820
O 3.59 -2.25 -0.95  -0.5023
O -1.99 1.14 1.02  -0.1631
F 4.50 -5.01 -3.39  0.0470
N -2.65 -1.28 -1.56  -0.0058
H 6.06 -0.29 -1.47  0.0598
C 1.37 1.71 -1.93  -0.3441
H 1.72 5.93 2.49  0.1020
C -2.27 1.41 3.35  -0.5228
C -1.20 4.31 2.85  -0.0029
H -4.79 -3.13 4.72  0.0958
H 2.90 2.15 2.44  0.1484
F 0.84 1.14 -4.21  0.1343
C 0.34 2.94 1.58  -0.1985
F -3.28 0.53 3.37  0.1524
O 1.10 -1.12 1.44  -0.3382
F 3.24 -3.11 3.52  0.1163
C 3.18 -2.59 2.29  -0.6541
N -2.49 -1.33 -0.19  -0.0695
C 1.82 1.06 -3.28  -0.5494
H -0.65 6.29 4.93  0.0696
N -1.49 -1.42 -3.53  0.0726
H 6.15 -0.88 0.19  0.0747
C 3.01 1.45 1.61  -0.1219
F 2.10 -0.24 -3.14  0.1363
F 4.42 -2.36 1.88  0.1355
C 5.98 0.01 -0.42  -0.0560
F 0.88 3.65 -3.31  0.1439

Record 4
A 2-piece molecular cluster, CH6Si2 overall in a non-equilibrium geometry, computed with the ωB97M-V functional and the def2-TZVPD basis.

Output
- F_max (eV/Å) = 4.59
- LUMO level (eV) = -0.15

Last column: Löwdin charge in e.
Geometry (Å):
Si -1.14 -0.58 0.20  0.4687
H 1.77 -0.78 1.32  -0.1586
H 2.22 -0.28 -1.05  -0.0535
C 0.02 1.08 0.20  -0.5005
Si 1.16 -0.61 0.09  0.4411
H -0.04 1.76 1.05  -0.0151
H -1.31 -0.95 -1.82  -0.0150
H -2.37 -1.26 0.70  -0.1345
H -0.30 1.61 -0.68  -0.0326

Record 5
The molecule C3H4S2 in a non-equilibrium geometry, computed with the ωB97M-V functional and the def2-TZVPD basis.

Output
- F_max (eV/Å) = 4.16
- LUMO level (eV) = -1.97
- SMILES string = CC(=S)C=S

Last column: Löwdin charge in e.
Geometry (Å):
S 2.10 -0.78 -0.33  0.7203
C 0.58 -1.28 0.20  -0.6388
C -0.11 1.12 -0.09  -0.1603
H -1.07 1.65 0.01  0.0688
H 0.33 -2.13 0.75  0.0307
H 0.42 1.41 0.79  0.0653
S -1.98 -0.98 -0.30  0.7824
H 0.24 1.36 -1.04  0.0495
C -0.51 -0.38 0.02  -0.9179

Record 6
C3H5EuLiO3 as an isolated structure in a non-equilibrium geometry, computed with the ωB97M-V functional and the def2-TZVPD basis.

Output
- F_max (eV/Å) = 3.95
- net charge = +3
- LUMO level (spin up / spin down) (eV) = -13.26 / -14.55
- multiplicity = 9
- ⟨S²⟩ = 20.0130

Last column: Löwdin spin population.
Geometry (Å):
O -4.43 0.90 0.51  0.0002
H 2.32 -0.77 -0.71  0.0127
O -2.27 1.08 -0.31  0.0019
H 1.34 -1.49 1.37  0.0475
H 0.61 -0.68 -1.50  0.0062
O 0.98 0.69 0.03  0.2080
H 0.21 -0.09 0.90  0.0923
H 0.42 -2.45 0.11  0.0170
C 1.25 -0.56 -0.62  0.0577
C -3.35 0.99 0.11  0.0001
C 0.67 -1.47 0.52  0.5305
Li -0.65 1.67 -1.20  0.0034
Eu 2.89 2.18 0.81  7.0224